No. 1
Below is a cluster of 2 separate species, C2HF3Si in total in a non-equilibrium geometry, with properties calculated with ωB97M-V/def2-TZVPD.

Properties
Lowest unoccupied orbital energy (spin up / spin down): -3.08 / -3.10 eV
Largest force on an atom: 6.23 eV/A
Energy relative to the best compared isomer or geometry (same formula, charge and spin): 6.370 eV
HOMO-LUMO gap (spin up / spin down): 8.6606 / 8.6354 eV

ORCA input file:
```
! RIJCOSX wB97M-V def2-TZVPD def2/J DEFGRID3
* xyz 0 1
Si -1.426 0.079 0.012
F -2.274 0.974 -0.976
F -1.795 0.581 1.465
F 0.076 0.503 -0.229
C 3.628 -0.597 0.488
C 3.454 -0.222 -0.597
H -1.662 -1.318 -0.162
*
```



No. 2
Below is a structure of composition C2HF5GaNO5S2 in a non-equilibrium geometry, with properties calculated with ωB97M-V/def2-TZVPD.

Properties
Lowest unoccupied orbital energy (spin up / spin down): -9.09 / -9.09 eV
Largest force on an atom: 6.14 eV/A
Energy relative to the best compared isomer or geometry (same formula, charge and spin): 0.000 eV
<S²>: 0.753
HOMO-LUMO gap (spin up / spin down): 5.0629 / 4.1861 eV

ORCA input file:
```
! RIJCOSX wB97M-V def2-TZVPD def2/J DEFGRID3
* xyz 1 2
Ga 4.090 3.514 0.322
S 2.317 1.265 0.968
S 4.113 1.584 -1.418
F 6.181 1.209 0.205
F 1.273 -1.082 -0.404
F 6.502 2.647 -1.371
F 2.950 -1.219 -1.664
F 3.170 -1.610 0.430
O 3.282 2.845 -1.358
O 2.101 0.340 2.086
O 4.311 1.051 -2.759
O 2.883 2.592 1.412
O 0.042 -0.986 2.641
N 3.353 0.628 -0.333
C 2.577 -0.808 -0.453
C 5.610 2.257 -0.426
H 0.828 -0.483 2.323
*
```



No. 3
Below is a cluster of 2 separate species, C2HF5P in total in a non-equilibrium geometry, with properties calculated with ωB97M-V/def2-TZVPD.

Properties
Lowest unoccupied orbital energy: -8.97 eV
Largest force on an atom: 2.90 eV/A
Energy relative to the best compared isomer or geometry (same formula, charge and spin): 3.230 eV
HOMO-LUMO gap: 3.8699 eV

ORCA input file:
```
! RIJCOSX wB97M-V def2-TZVPD def2/J DEFGRID3
* xyz 1 1
P 0.763 0.292 -2.902
F 0.665 -1.590 1.546
F 2.261 0.539 -3.167
F 0.325 1.222 -4.044
F -0.666 -1.101 3.223
F -0.428 0.412 0.143
C -0.831 0.245 1.412
C -0.273 -0.812 2.030
H -1.815 0.794 1.758
*
```



No. 4
Below is a structure of composition C2HF6HoNO3S2 in a non-equilibrium geometry, with properties calculated with ωB97M-V/def2-TZVPD.

Properties
Lowest unoccupied orbital energy (spin up / spin down): -4.35 / -7.81 eV
Largest force on an atom: 3.84 eV/A
<S²>: 6.013
HOMO-LUMO gap (spin up / spin down): 8.2729 / 3.6542 eV

ORCA input file:
```
! RIJCOSX wB97M-V def2-TZVPD def2/J DEFGRID3
* xyz 1 5
Ho -3.428 0.438 -0.552
S 0.107 -0.364 -0.260
S 2.120 1.306 -1.090
F 4.261 0.075 -0.134
F 1.352 -2.429 0.736
F 0.284 -2.881 -1.085
F -0.799 -2.595 0.755
F 4.040 2.166 0.368
F 2.855 0.660 1.372
O -1.217 -0.380 -1.097
O -4.174 1.206 1.304
O -5.203 1.617 0.311
N 1.387 -0.225 -1.231
C 3.375 1.020 0.193
C 0.247 -2.195 0.044
H -5.206 2.582 0.365
*
```



No. 5
Below is a structure of composition C2HF6NNaO5S2 in a non-equilibrium geometry, with properties calculated with ωB97M-V/def2-TZVPD.

Properties
Lowest unoccupied orbital energy: 2.11 eV
Largest force on an atom: 4.47 eV/A
HOMO-LUMO gap: 6.5228 eV

ORCA input file:
```
! RIJCOSX wB97M-V def2-TZVPD def2/J DEFGRID3
* xyz -1 1
S -0.445 0.589 1.532
S -0.937 1.364 -0.774
Na 0.681 -1.587 -1.298
F 1.393 -1.347 1.948
F 0.530 -0.513 3.773
F -1.186 1.422 -3.451
F -1.225 -0.633 -2.514
F -0.579 -1.977 2.556
F 0.605 0.519 -2.753
O -2.410 1.530 -0.707
O -0.012 2.528 -0.781
O 0.464 1.688 1.853
O -1.813 0.690 1.936
O 3.012 -2.041 -1.158
N -0.255 0.026 0.088
C 0.276 -0.907 2.532
C -0.724 0.586 -2.514
H 2.625 -1.937 -0.267
*
```



No. 6
Below is a structure of composition C2HF6NO3S2Tb in a non-equilibrium geometry, with properties calculated with ωB97M-V/def2-TZVPD.

Properties
Lowest unoccupied orbital energy (spin up / spin down): -7.75 / -5.00 eV
Largest force on an atom: 3.69 eV/A
<S²>: 12.920
HOMO-LUMO gap (spin up / spin down): 5.1483 / 7.5228 eV

ORCA input file:
```
! RIJCOSX wB97M-V def2-TZVPD def2/J DEFGRID3
* xyz 1 7
Tb -3.311 0.552 -1.204
S -0.433 -0.563 -0.164
S 1.799 1.018 -0.829
F 4.109 0.564 0.380
F 3.469 2.626 0.238
F -1.651 -2.566 0.998
F -0.349 -3.141 -0.617
F 2.575 1.288 1.687
F 0.478 -2.553 1.286
O -1.144 -0.596 -1.522
O -4.000 1.330 0.686
O -1.943 0.405 0.681
N 1.121 -0.397 -0.203
C 3.051 1.374 0.441
C -0.489 -2.334 0.416
H -3.770 2.180 1.065
*
```